(1)
{
  "formula": "C4H2LiO2",
  "method": "ωB97M-V with the def2-TZVPD basis set",
  "elements": ["H", "O", "C", "C", "C", "C", "O", "Li", "H"],
  "xyz": [[-1.39337, 1.68550, -0.14084], [-0.28863, 1.37430, -3.10539], [-0.47783, 1.25305, -1.99823], [-0.56214, 1.13754, -0.61472], [0.18193, 0.11005, -0.16836], [0.59220, -0.59225, 0.93022], [0.10948, -1.67317, 1.35341], [0.33497, -3.13365, 2.34569], [1.50341, -0.16137, 1.39821]],
  "lumo_energy_ha": -0.164,
  "total_energy_ev": -8471.8420,
  "total_charge": 1,
  "gap_ev": 8.634,
  "max_force_ha_per_bohr": 0.023
}



(2)
{
  "formula": "C4H2N2O",
  "method": "ωB97M-V with the def2-TZVPD basis set",
  "elements": ["N", "C", "O", "C", "C", "C", "N", "H", "H"],
  "xyz": [[0.85796, -0.30918, 0.78479], [-0.19631, 0.07826, 1.47868], [-0.45506, 0.61974, 2.53131], [-1.27356, -0.40059, 0.46337], [-1.76927, -0.91066, -0.56761], [-0.71968, -1.32161, -1.29484], [0.36648, -1.57565, -1.71245], [1.00526, -1.19861, -0.93428], [1.70908, -0.07783, 1.29732]],
  "lumo_energy_ha": -0.040,
  "total_energy_ev": -9202.3084,
  "total_charge": 0,
  "gap_ev": 8.596,
  "max_force_ha_per_bohr": 0.017
}



(3)
{
  "formula": "C4H2N2S",
  "method": "ωB97M-V with the def2-TZVPD basis set",
  "elements": ["C", "C", "C", "C", "N", "N", "S", "H", "H"],
  "xyz": [[1.22734, 1.09310, 0.25238], [-1.10671, -1.01422, -0.41374], [0.61624, 0.39622, -0.52485], [-0.79551, -0.05127, 1.73579], [-0.19938, -0.45235, -1.11068], [-1.30779, -0.77901, 0.90520], [-0.51457, 0.66431, 3.08342], [1.91181, 1.75773, 0.69067], [-1.78225, -1.72557, -0.86089]],
  "lumo_energy_ha": -0.016,
  "total_energy_ev": -17992.6053,
  "total_charge": 0,
  "gap_ev": 8.812,
  "max_force_ha_per_bohr": 0.027
}



(4)
{
  "formula": "C4H2N2S",
  "method": "ωB97M-V with the def2-TZVPD basis set",
  "elements": ["C", "C", "C", "C", "N", "N", "S", "H", "H"],
  "xyz": [[0.62430, 0.56497, 0.09932], [0.27214, -0.72600, 0.26937], [2.99437, 0.46104, -0.08322], [2.10962, -2.44358, -0.19329], [1.85398, 0.83600, -0.27592], [1.31072, -1.63497, 0.03699], [4.54457, 0.33019, 0.14975], [-0.16236, 1.41319, 0.03007], [-0.74746, -1.04787, 0.63906]],
  "lumo_energy_ha": -0.008,
  "total_energy_ev": -17993.0135,
  "total_charge": 0,
  "gap_ev": 8.875,
  "max_force_ha_per_bohr": 0.079
}



(5)
{
  "formula": "C4H2N2S",
  "method": "ωB97M-V with the def2-TZVPD basis set",
  "elements": ["C", "C", "C", "C", "N", "N", "S", "H", "H"],
  "xyz": [[-1.02844, -0.56108, 0.02877], [-1.25942, 0.83051, -0.04164], [0.32580, -0.79012, 0.20988], [1.08348, 0.32532, 0.25240], [2.14833, -1.42247, -0.06909], [2.43296, -0.26878, -0.03859], [0.13973, 1.78574, 0.05724], [-1.69013, -1.39558, -0.07705], [-2.15232, 1.49646, -0.32193]],
  "lumo_energy_ha": [-0.010, -0.011],
  "total_energy_ev": -17990.0722,
  "total_charge": 0,
  "gap_ev": [8.913, 8.914],
  "max_force_ha_per_bohr": 0.043
}



(6)
{
  "formula": "C4H2N3S",
  "method": "ωB97M-V with the def2-TZVPD basis set",
  "elements": ["C", "C", "C", "C", "N", "N", "N", "S", "H", "H"],
  "xyz": [[2.40044, 1.58226, -0.09391], [-0.10806, 1.03753, -0.09996], [0.23179, -1.13200, 0.05571], [1.24703, 0.97064, -0.03206], [3.44259, 2.05432, 0.03202], [-0.75241, -0.21782, -0.00861], [1.46890, -0.72486, -0.02472], [2.94084, -1.53840, 0.05135], [-0.59652, 2.00789, -0.06634], [0.06578, -2.28644, 0.08852]],
  "lumo_energy_ha": 0.145,
  "total_energy_ev": -19485.4229,
  "total_charge": -1,
  "gap_ev": 7.109,
  "max_force_ha_per_bohr": 0.153
}



(7)
{
  "formula": "C4H2N4O2",
  "method": "ωB97M-V with the def2-TZVPD basis set",
  "elements": ["C", "C", "C", "C", "N", "N", "N", "N", "O", "O", "H", "H"],
  "xyz": [[-1.60655, 2.48192, -0.41900], [0.67510, -0.19612, -0.65263], [0.20292, -2.71260, 1.71345], [-0.45442, 1.86105, -0.60898], [-2.47745, 3.19766, -0.22415], [1.74784, 0.44220, -0.71455], [2.66019, 1.08320, -0.63993], [-0.48800, 0.54926, -0.68568], [1.09513, -3.35929, 1.47054], [-0.81889, -2.18548, 1.78741], [0.82237, -1.29388, -0.62635], [-1.35824, 0.13209, -0.40012]],
  "lumo_energy_ha": [-0.021, -0.021],
  "total_energy_ev": -14231.2878,
  "total_charge": 0,
  "gap_ev": [8.399, 8.398],
  "max_force_ha_per_bohr": 0.088
}



(8)
{
  "formula": "C4H2NO3S",
  "method": "ωB97M-V with the def2-TZVPD basis set",
  "elements": ["C", "C", "C", "C", "N", "O", "O", "O", "S", "H", "H"],
  "xyz": [[-0.82297, -1.91013, 0.30862], [-0.13880, 0.27290, -0.40978], [-0.08275, -1.23855, 1.21919], [0.28149, 1.60057, -0.86675], [0.29693, 0.02265, 0.82316], [0.32783, 1.68921, -2.20652], [0.34860, 2.65733, -0.27011], [-1.35474, -2.71179, -0.33530], [-0.00437, -1.97226, 2.79825], [0.64042, 0.81757, 1.36918], [0.50837, 0.77249, -2.42995]],
  "lumo_energy_ha": [0.114, 0.110],
  "total_energy_ev": -22646.5020,
  "total_charge": -1,
  "gap_ev": [5.785, 5.560],
  "max_force_ha_per_bohr": 0.069
}



(9)
{
  "formula": "C4H2NOS",
  "method": "ωB97M-V with the def2-TZVPD basis set",
  "elements": ["C", "C", "C", "C", "N", "O", "S", "H", "H"],
  "xyz": [[-0.08616, -1.64565, 0.74574], [-1.34056, 0.27362, -0.44224], [-0.35974, -0.38989, 0.16356], [1.56618, 0.71822, -0.16269], [0.07457, -2.59739, 1.40167], [2.08108, 0.52142, -1.25617], [1.60902, 1.84071, 0.99049], [-1.18820, 1.31047, -0.80403], [-2.35618, -0.03151, -0.63632]],
  "lumo_energy_ha": 0.132,
  "total_energy_ev": -18552.2222,
  "total_charge": -1,
  "gap_ev": 7.169,
  "max_force_ha_per_bohr": 0.068
}



(10)
{
  "formula": "C4H2NaO2",
  "method": "ωB97M-V with the def2-TZVPD basis set",
  "elements": ["H", "C", "C", "O", "O", "Na", "C", "C", "H"],
  "xyz": [[-0.78596, -2.02429, -0.79998], [-0.26480, -1.28799, -0.19529], [-0.34140, 0.00445, 0.23311], [0.89352, -1.54553, 0.44028], [0.91227, -0.20465, 0.94955], [3.18970, 0.44786, 0.10199], [-1.13583, 1.51076, -0.31814], [-1.37313, 0.98339, 0.80200], [-1.09437, 2.11600, -1.21352]],
  "lumo_energy_ha": [-0.014, -0.013],
  "total_energy_ev": -12681.6530,
  "total_charge": 0,
  "gap_ev": [3.788, 8.797],
  "spin_multiplicity": 2,
  "max_force_ha_per_bohr": 0.026
}



(11)
{
  "formula": "C4H2NiO5",
  "method": "ωB97M-V with the def2-TZVPD basis set",
  "elements": ["C", "O", "O", "O", "C", "O", "Ni", "H", "O", "C", "C", "H"],
  "xyz": [[-3.93700, 2.92023, 2.64749], [-4.80582, 3.51623, 3.10880], [-3.06067, 2.31305, 2.17603], [-1.55671, 1.16198, 0.34961], [-1.91967, 0.27754, -0.39960], [-2.24631, -0.90453, 0.06965], [-1.12764, 1.46313, 2.15702], [-1.97697, 0.40073, -1.49380], [-1.29885, -3.74761, -1.44097], [-1.99993, -2.89636, -1.09093], [-2.78001, -1.85416, -0.82804], [-3.85588, -1.89455, -0.98474]],
  "lumo_energy_ha": [-0.177, -0.226],
  "total_energy_ev": -55448.8875,
  "total_charge": 1,
  "gap_ev": [5.358, 7.365],
  "spin_multiplicity": 4,
  "max_force_ha_per_bohr": 0.054
}



(12)
{
  "formula": "C4H2O",
  "method": "ωB97M-V with the def2-TZVPD basis set",
  "elements": ["C", "C", "C", "C", "O", "H", "H"],
  "xyz": [[-0.63920, -0.36970, -2.08657], [-0.84253, -0.98004, -3.19758], [-0.35215, 1.13980, -0.08434], [-0.78375, 0.09027, -0.89358], [-0.79061, 2.01211, 0.61562], [0.70241, 0.87927, -0.21695], [-1.15780, -1.15547, 0.49008]],
  "lumo_energy_ha": [-0.090, -0.088],
  "total_energy_ev": -6218.4494,
  "total_charge": 0,
  "gap_ev": [7.760, 7.576],
  "max_force_ha_per_bohr": 0.080
}



Which energy relative to the best compared isomer or geometry (same formula, charge and spin) belongs to each record? In order, 0.0000 4.4308 2.2295 1.8213 4.7626 0.0000 3.5343 2.3061 0.0294 5.6559 0.0000 6.4105 eV.